{"formula": "C27H25Cl6N3O4S2Tl", "method": "ωB97M-V with the def2-TZVPD basis set", "elements": ["Tl", "C", "C", "C", "C", "C", "C", "C", "C", "C", "C", "H", "H", "H", "H", "H", "H", "H", "H", "H", "H", "H", "H", "H", "H", "H", "Cl", "C", "C", "C", "Cl", "C", "Cl", "C", "Cl", "C", "Cl", "Cl", "C", "C", "O", "O", "H", "H", "N", "C", "C", "C", "C", "C", "C", "S", "O", "O", "N", "C", "S", "C", "C", "N", "H", "H", "H", "H", "H", "H", "H", "H"], "coordinates": [[-0.32149, 0.75655, 0.79984], [1.61798, 1.37689, 2.11321], [2.42664, 1.97597, 1.04461], [3.23413, 1.00494, 0.52583], [3.05819, -0.22027, 1.28663], [2.13272, -0.00182, 2.26150], [1.72153, -0.88031, 3.39322], [3.81290, -1.48242, 1.03622], [4.20575, 1.17211, -0.59256], [2.42814, 3.43303, 0.70922], [1.13804, 2.15063, 3.31083], [2.15154, -0.51504, 4.32539], [2.04471, -1.90678, 3.24851], [0.64079, -0.87543, 3.49904], [4.83559, -1.39416, 1.40414], [3.84999, -1.70561, -0.02836], [3.33618, -2.31317, 1.54879], [5.19560, 1.41863, -0.20215], [3.88910, 1.98159, -1.24700], [4.28711, 0.25504, -1.17301], [3.32805, 3.91181, 1.10485], [1.56461, 3.92038, 1.15259], [2.41258, 3.59865, -0.36804], [1.99883, 2.54001, 3.85868], [0.56570, 1.49657, 3.96178], [0.51026, 2.98803, 3.01890], [-3.41109, 0.47193, -0.18214], [-2.46455, -0.43507, -1.30283], [-1.11488, -0.54118, -1.01583], [-0.27656, -1.18177, -1.90619], [1.39277, -1.21304, -1.52625], [-0.76262, -1.74047, -3.08480], [0.29786, -2.48443, -4.20850], [-2.12762, -1.66106, -3.35182], [-2.74521, -2.33713, -4.80602], [-2.98621, -1.00948, -2.46335], [-4.65778, -0.90251, -2.82583], [0.46940, -4.06933, 2.28160], [-0.39728, -2.74081, 1.50945], [-1.32978, -2.01105, 2.52866], [-1.91583, -2.67127, 3.36229], [-1.40782, -0.75383, 2.38530], [-1.01080, -3.18106, 0.72283], [0.33770, -2.05304, 1.08975], [2.38651, 7.92349, 3.44044], [1.46860, 7.07944, 2.85440], [0.64900, 6.26744, 3.64081], [-0.32853, 5.48574, 3.05737], [-0.49859, 5.49948, 1.68486], [0.30151, 6.30238, 0.89269], [1.28251, 7.08454, 1.47006], [-1.76482, 4.46106, 0.95585], [-2.32641, 5.18688, -0.16038], [-2.64151, 4.05833, 2.01522], [-0.95906, 3.14593, 0.41514], [-0.45184, 3.15214, -0.80577], [-0.55765, 4.47803, -1.94637], [0.37630, 3.51982, -3.06908], [0.65619, 2.31430, -2.53605], [0.20287, 2.11837, -1.27019], [2.65424, 7.69850, 4.38258], [3.12788, 8.26177, 2.85209], [0.79179, 6.24795, 4.71167], [-0.97244, 4.85274, 3.64723], [0.15369, 6.29791, -0.17526], [1.91522, 7.69863, 0.84759], [0.62098, 3.90099, -4.03920], [1.18011, 1.51190, -3.02372]], "forces_ev_per_a": [[0.7, -1.1, 0.1], [-0.9, -0.3, -0.7], [0.2, -0.1, -0.1], [-0.2, 0.4, 0.4], [-0.2, 0.1, 0.3], [0.0, -0.2, -0.2], [0.0, 0.0, -0.2], [-0.1, 0.2, 0.1], [-0.1, 0.1, 0.1], [0.0, -0.3, 0.0], [0.1, -0.1, -0.2], [0.1, 0.0, 0.2], [0.0, -0.1, 0.0], [-0.1, 0.0, 0.2], [0.2, -0.1, -0.1], [0.1, -0.1, -0.1], [0.0, -0.2, 0.0], [0.1, 0.0, -0.1], [0.0, 0.0, -0.1], [0.1, 0.0, -0.1], [0.0, 0.1, 0.0], [0.0, 0.1, 0.0], [0.0, 0.1, -0.1], [0.1, 0.1, 0.1], [-0.1, 0.0, 0.2], [0.0, 0.1, 0.0], [-0.4, 0.0, -0.2], [0.5, -0.2, -0.1], [0.1, 0.7, 0.9], [-0.5, 0.2, 0.1], [0.6, -0.1, 0.0], [-0.1, 0.1, 0.2], [0.2, -0.1, -0.1], [0.0, 0.1, 0.1], [-0.1, -0.1, -0.1], [0.1, 0.1, 0.2], [-0.3, 0.1, 0.0], [0.3, -0.5, 0.1], [-0.5, 0.5, 0.2], [0.3, -0.4, -0.4], [-0.2, -0.4, 0.3], [0.1, 1.2, -0.5], [0.1, 0.1, 0.0], [0.0, -0.2, 0.0], [0.2, 0.2, 0.2], [-0.4, -0.1, -0.2], [0.1, 0.0, -0.1], [0.0, 0.0, 0.0], [-0.6, -0.3, -0.2], [0.1, 0.1, -0.1], [0.0, -0.1, 0.0], [0.3, -0.2, 0.1], [0.1, 0.1, 0.2], [0.2, -0.2, 0.1], [-1.0, 0.2, 1.5], [0.2, 0.8, -1.3], [0.4, -0.5, -0.8], [-0.1, 0.2, 0.2], [0.1, 0.2, -0.4], [-0.1, 0.0, 0.4], [0.1, 0.0, 0.0], [0.1, 0.0, 0.1], [0.0, 0.0, 0.1], [-0.1, 0.0, 0.2], [0.0, 0.1, -0.1], [0.1, 0.1, -0.1], [0.1, 0.0, -0.2], [0.2, -0.1, -0.1]], "relative_energy_kcal_mol": 35.86, "gap_ev": 6.97, "homo_ev": -5.2406, "total_charge": -1}

=====

{"formula": "C27H25ClN3O4S4Sr", "method": "ωB97M-V with the def2-TZVPD basis set", "elements": ["Sr", "O", "C", "C", "C", "C", "C", "C", "C", "O", "N", "N", "C", "S", "C", "C", "S", "H", "H", "H", "H", "H", "H", "H", "H", "H", "S", "C", "C", "C", "C", "C", "C", "N", "C", "C", "C", "C", "C", "C", "C", "H", "H", "H", "H", "H", "H", "H", "H", "C", "S", "C", "H", "H", "H", "H", "H", "H", "Cl", "C", "C", "O", "O", "H", "H"], "coordinates": [[0.02737, 0.29915, -1.33728], [3.83002, -0.42451, 1.46922], [3.56792, 0.38996, 2.50789], [4.50216, 0.42385, 3.54871], [4.30659, 1.24046, 4.64259], [3.17276, 2.04529, 4.72663], [2.24834, 2.00546, 3.70172], [2.41424, 1.18731, 2.58272], [1.37551, 1.15069, 1.50481], [1.65177, 0.43952, 0.47109], [0.28830, 1.83052, 1.74268], [-0.69528, 1.72961, 0.73301], [-1.69277, 2.45599, 1.02861], [-1.83485, 3.38268, 2.51490], [-3.45700, 4.07646, 2.11433], [-4.20488, 3.06324, 1.26320], [-3.09073, 2.55890, -0.06393], [3.05175, -0.31251, 0.85668], [5.37418, -0.21129, 3.46255], [5.04265, 1.24957, 5.43793], [3.01751, 2.69108, 5.58065], [1.35489, 2.61479, 3.73928], [-3.34321, 5.01499, 1.57037], [-3.97739, 4.27129, 3.05254], [-5.09383, 3.49596, 0.80436], [-4.49877, 2.20241, 1.86590], [-2.20753, -4.14901, 0.59669], [-1.83408, -3.28039, 2.04117], [-2.03981, -3.64111, 3.37094], [-1.65410, -2.75628, 4.35606], [-1.07676, -1.52553, 4.02223], [-0.87311, -1.16715, 2.70595], [-1.24939, -2.05788, 1.69753], [-1.09658, -1.82694, 0.32752], [-1.56344, -2.83395, -0.35330], [-1.58446, -2.92827, -1.83975], [-2.19055, -4.04609, -2.42290], [-2.24278, -4.15261, -3.80100], [-1.69315, -3.13376, -4.57276], [-1.09561, -2.04184, -3.95759], [-0.99715, -1.87866, -2.56198], [-2.49129, -4.59172, 3.62454], [-1.80321, -3.01810, 5.39598], [-0.78160, -0.84017, 4.80671], [-0.44227, -0.21129, 2.45235], [-2.62906, -4.84041, -1.82749], [-2.71027, -5.01317, -4.26462], [-1.73898, -3.19692, -5.65559], [-0.69099, -1.27426, -4.61589], [3.76234, 0.53856, -2.38106], [3.02267, -1.09555, -2.50216], [2.43956, -1.05890, -4.20159], [4.68222, 0.61836, -2.96232], [3.99674, 0.70949, -1.33068], [3.05753, 1.30219, -2.70881], [1.82910, -0.17414, -4.37630], [1.81386, -1.93937, -4.34077], [3.26504, -1.08872, -4.91399], [-2.17050, 2.37389, -5.53710], [-0.69043, 2.90694, -4.68204], [-0.40169, 2.08803, -3.42880], [0.76330, 1.61500, -3.32921], [-1.29551, 1.96097, -2.56935], [-0.85706, 3.94400, -4.39683], [0.13172, 2.83384, -5.38499]], "forces_ev_per_a": [[0.0, -1.2, 0.2], [-0.2, 0.0, -0.1], [0.1, 0.0, 0.0], [0.0, 0.0, -0.1], [0.0, 0.0, 0.0], [0.0, 0.0, 0.0], [-0.1, 0.0, 0.0], [-0.1, 0.1, 0.2], [0.6, -0.1, 0.1], [-0.1, 0.1, 0.0], [-0.3, 0.1, -0.2], [0.7, 0.3, 0.7], [-0.7, -0.1, -0.6], [0.2, 0.0, 0.2], [-0.2, 0.0, -0.1], [0.0, 0.1, 0.1], [0.2, 0.0, 0.1], [0.1, 0.0, 0.1], [0.0, 0.0, 0.0], [0.0, 0.0, 0.0], [0.0, 0.0, 0.0], [0.0, 0.0, 0.0], [0.0, 0.0, 0.0], [0.0, 0.0, 0.0], [0.0, 0.0, 0.0], [0.0, 0.0, 0.0], [-0.1, -0.2, 0.2], [0.0, 0.0, 0.1], [0.0, -0.1, -0.1], [0.0, 0.1, 0.1], [0.0, 0.0, 0.1], [-0.1, -0.1, -0.1], [0.2, 0.3, -0.2], [-0.3, -0.4, 0.2], [0.2, 0.3, -0.6], [0.0, 0.0, 0.6], [0.0, 0.0, -0.2], [0.0, 0.0, 0.1], [0.0, 0.0, 0.0], [0.0, 0.0, 0.0], [0.0, 0.1, -0.3], [0.0, 0.0, 0.0], [0.0, 0.0, 0.0], [0.0, 0.0, 0.0], [0.0, 0.0, 0.0], [0.0, 0.0, 0.1], [0.0, 0.0, 0.0], [0.0, 0.0, 0.0], [0.0, 0.0, 0.0], [0.1, 0.2, 0.0], [-0.2, 0.0, 0.2], [-0.1, 0.0, -0.2], [0.0, -0.1, 0.0], [0.0, 0.0, 0.0], [0.0, 0.0, 0.0], [0.0, 0.0, 0.0], [0.0, 0.0, 0.0], [0.0, 0.0, 0.0], [0.0, 0.0, 0.1], [-0.1, 0.1, -0.1], [0.1, 0.1, -0.2], [0.1, 0.2, -0.2], [-0.4, 0.3, -0.2], [0.0, 0.0, 0.0], [0.0, 0.0, 0.0]], "relative_energy_kcal_mol": 0.08, "gap_ev": 7.05, "homo_ev": -4.8613, "total_charge": -1}

=====

{"formula": "C27H25IrN4O4", "method": "ωB97M-V with the def2-TZVPD basis set", "elements": ["Ir", "N", "C", "C", "C", "C", "C", "C", "C", "C", "N", "C", "H", "H", "H", "H", "H", "H", "H", "H", "O", "C", "C", "C", "C", "O", "N", "H", "H", "H", "H", "C", "O", "C", "C", "C", "C", "C", "C", "N", "C", "C", "C", "C", "C", "C", "C", "O", "H", "H", "H", "H", "H", "H", "H", "H", "H", "H", "H", "H", "H"], "coordinates": [[0.50748, -0.87327, 0.32298], [0.30056, 1.37772, 0.63420], [1.57205, 1.99610, 0.29486], [1.99595, 3.18787, 0.80499], [3.22946, 3.73587, 0.38058], [3.99092, 3.09401, -0.55597], [3.57670, 1.84265, -1.08107], [4.32486, 1.09780, -2.01129], [3.88451, -0.14058, -2.41870], [2.71299, -0.65434, -1.86958], [1.96824, 0.02623, -1.00263], [2.36934, 1.28269, -0.62473], [-0.38561, 1.65784, -0.07046], [-0.05656, 1.70207, 1.53097], [1.38725, 3.73005, 1.51702], [3.55208, 4.67983, 0.79208], [4.92208, 3.52532, -0.89965], [5.25420, 1.50188, -2.39241], [4.44218, -0.72930, -3.13081], [2.36788, -1.64860, -2.12651], [4.01861, 0.07197, 1.58282], [3.37519, -0.78595, 2.09817], [3.74932, -1.68168, 3.26870], [2.54279, -2.59917, 3.50094], [1.59152, -2.18745, 2.42232], [0.47490, -2.64619, 2.12048], [2.05880, -1.15481, 1.67696], [3.99684, -1.05759, 4.12683], [4.65361, -2.22848, 2.99905], [2.06780, -2.45442, 4.47309], [2.77443, -3.66063, 3.41066], [-3.08936, -4.49829, 4.76801], [-3.00177, -4.11142, 3.35775], [-2.13126, -4.64196, 2.54722], [-1.11017, -5.54504, 2.92533], [-0.29736, -6.04917, 1.95771], [-0.46547, -5.67685, 0.59384], [-1.42563, -4.76690, 0.19907], [-2.27302, -4.23347, 1.15263], [-3.38399, -3.44947, 0.89052], [-3.81364, -2.86651, -0.23024], [-3.13147, -2.37472, -1.34616], [-3.92775, -2.20046, -2.52535], [-3.38759, -1.69691, -3.67456], [-2.04824, -1.26703, -3.65952], [-1.27801, -1.32995, -2.51570], [-1.79433, -1.87382, -1.33871], [-1.14013, -1.88042, -0.19344], [-4.04316, -4.10185, 5.09931], [-2.26090, -4.02853, 5.29311], [-3.07030, -5.58192, 4.84469], [-0.99156, -5.82818, 3.95971], [0.47774, -6.75629, 2.21664], [0.16614, -6.13809, -0.15233], [-1.55366, -4.53693, -0.84467], [-4.07459, -3.47624, 1.63860], [-4.89364, -2.75448, -0.23271], [-4.96150, -2.51716, -2.50053], [-3.97981, -1.60371, -4.57213], [-1.62126, -0.84273, -4.55861], [-0.26463, -0.94675, -2.51850]], "forces_ev_per_a": [[0.6, 0.3, -0.1], [-0.3, 0.1, -0.3], [0.2, -0.1, -0.1], [0.1, 0.0, -0.1], [0.0, -0.1, -0.1], [-0.1, 0.0, 0.0], [-0.1, 0.1, 0.1], [0.0, 0.0, 0.0], [0.0, 0.0, 0.0], [0.0, 0.0, 0.0], [0.1, 0.2, -0.1], [-0.1, 0.0, 0.2], [0.0, 0.1, 0.1], [0.1, -0.1, 0.0], [0.0, 0.0, 0.0], [0.0, 0.1, 0.0], [0.0, 0.0, 0.0], [0.0, 0.0, 0.0], [0.0, 0.0, 0.0], [0.0, 0.0, 0.0], [0.1, 0.2, -0.1], [-0.1, -0.1, 0.0], [0.1, 0.0, 0.0], [0.0, 0.0, 0.0], [-0.4, -0.2, -0.2], [0.2, 0.0, 0.4], [-0.2, -0.3, 0.2], [0.0, 0.0, 0.0], [0.0, 0.0, 0.0], [0.0, 0.0, 0.0], [0.0, 0.0, 0.0], [0.0, 0.1, -0.1], [0.1, -0.2, -0.3], [0.0, 0.2, 0.2], [-0.1, 0.0, -0.1], [0.0, 0.0, 0.0], [0.0, 0.0, 0.0], [-0.1, 0.1, 0.1], [0.1, -0.1, 0.2], [-0.1, 0.0, 0.1], [0.0, 0.1, -0.1], [-0.4, 0.0, -0.1], [0.2, 0.0, -0.1], [0.0, 0.0, 0.2], [-0.1, 0.0, 0.0], [0.0, -0.1, 0.1], [0.1, 0.1, 0.0], [0.0, -0.1, 0.0], [0.1, 0.0, 0.0], [0.0, -0.1, 0.1], [0.0, 0.0, 0.0], [0.0, 0.0, 0.0], [0.0, 0.0, 0.0], [0.0, 0.0, 0.0], [0.0, 0.1, -0.1], [0.1, 0.0, -0.1], [0.0, 0.0, -0.1], [-0.1, 0.0, 0.0], [0.0, 0.0, 0.0], [0.0, 0.0, 0.0], [0.0, 0.0, 0.0]], "gap_ev": [6.82, 4.80], "spin_multiplicity": 6, "homo_ev": [-16.5479, -16.6192], "total_charge": 3}